No. 1
ORCA calculation (wB97M-V/def2-TZVPD) on a 15-piece molecular cluster, C15H60O15 overall in a non-equilibrium geometry.

XYZ file:
```
90
Properties=species:S:1:pos:R:3:mulliken_charge:R:1
C -5.5200 -27.1320 -11.0850 0.49
O -5.7910 -27.5510 -12.3730 -0.59
H -5.8740 -26.0930 -11.0230 -0.20
H -4.4730 -27.1520 -10.9000 -0.33
H -6.0070 -27.6360 -10.2360 0.21
H -6.7100 -27.9150 -12.4150 0.35
C -1.7190 -23.7420 -6.1030 -0.51
O -1.3210 -23.5780 -4.7350 -0.55
H -1.9610 -22.7560 -6.3680 0.55
H -2.5720 -24.3760 -6.2270 -0.21
H -0.9590 -24.1160 -6.7770 0.41
H -0.5560 -22.9860 -4.6910 0.31
C 0.2120 -25.9310 -8.8670 0.30
O 1.2350 -26.7920 -8.4800 -0.64
H -0.2650 -26.3450 -9.7380 0.11
H 0.3910 -24.8620 -8.9980 0.35
H -0.5940 -26.0310 -8.1720 -0.65
H 0.8280 -27.6300 -8.2030 0.46
C -3.4890 -22.8350 -8.6620 -0.16
O -2.4430 -23.7320 -8.8130 -0.51
H -3.1550 -21.8380 -8.2820 0.34
H -4.1150 -23.2220 -7.8420 -0.09
H -4.1210 -22.7390 -9.5320 0.20
H -2.7010 -24.5310 -9.2740 0.12
C -1.4690 -28.1690 -12.4380 -0.82
O -1.8380 -27.6720 -11.2300 -0.63
H -0.7320 -28.9590 -12.1720 0.26
H -1.0270 -27.3190 -13.0260 0.29
H -2.3700 -28.6040 -12.8580 0.25
H -2.0430 -26.7090 -11.2710 0.20
C -8.2120 -26.4760 -8.6050 -0.28
O -9.1390 -27.1990 -7.8570 -0.55
H -8.0330 -26.9410 -9.5800 0.28
H -7.2620 -26.2820 -8.1260 -0.28
H -8.6450 -25.5270 -8.8870 0.45
H -9.1970 -26.8010 -6.9990 0.34
C -1.0750 -26.8170 -5.5120 -1.11
O -2.0100 -27.5390 -6.3730 -0.16
H -0.5330 -27.4650 -4.8980 0.46
H -1.5390 -26.1690 -4.8590 0.33
H -0.4010 -26.1180 -6.0440 0.35
H -2.5180 -28.1560 -5.7820 0.10
C 0.5100 -29.7400 -6.2780 -0.80
O 0.0970 -28.8610 -7.3050 -0.60
H 1.4110 -29.2940 -5.8160 0.30
H 0.8600 -30.6810 -6.6960 0.29
H -0.2550 -29.9950 -5.5180 0.25
H -0.6800 -28.3670 -6.9840 0.47
C -4.2610 -25.9350 -8.3440 0.25
O -3.0140 -26.4390 -8.7240 2.21
H -4.6130 -25.1370 -9.0210 0.08
H -4.2090 -25.6120 -7.3090 -0.56
H -5.0150 -26.7020 -8.3990 -0.12
H -2.7250 -27.0110 -8.0120 -1.04
C -3.9580 -26.1420 -4.1370 -0.77
O -5.1620 -25.8500 -3.5760 -0.53
H -3.4320 -25.1920 -4.2450 0.31
H -4.0840 -26.5290 -5.1440 0.11
H -3.3000 -26.6900 -3.5030 0.48
H -5.5370 -26.6550 -3.2230 0.30
C -6.7920 -23.5690 -9.6130 -0.07
O -6.3950 -22.5320 -10.4540 -0.59
H -7.8450 -23.5860 -9.4260 0.58
H -6.2570 -23.5060 -8.6690 0.06
H -6.6310 -24.5810 -10.0240 -0.25
H -6.9270 -21.7140 -10.3010 0.33
C -5.6160 -28.4020 -6.1160 -0.47
O -6.7600 -28.5970 -6.9420 -0.44
H -4.9560 -27.7200 -6.6230 -0.38
H -4.9960 -29.3200 -6.0240 0.40
H -5.8450 -28.0050 -5.1610 0.58
H -7.3630 -29.0820 -6.3620 0.29
C -6.5240 -24.7110 -6.0120 0.09
O -7.0840 -24.4830 -4.7710 -0.68
H -5.5520 -24.3060 -6.0980 -0.01
H -7.0980 -24.3660 -6.8750 0.24
H -6.4520 -25.8000 -6.0860 0.00
H -6.4560 -24.7740 -4.1310 0.49
C -5.5910 -24.2220 -12.9280 -0.64
O -4.6370 -23.8950 -11.9540 -0.55
H -5.2530 -24.0830 -13.9180 0.33
H -6.4760 -23.5680 -12.7700 0.24
H -5.9630 -25.2000 -12.8950 0.23
H -5.0670 -23.3100 -11.3170 0.20
C -3.4590 -29.4560 -8.9860 -0.22
O -2.0490 -29.2640 -9.0970 -0.46
H -4.1050 -28.7460 -9.5140 -0.08
H -3.7140 -29.3390 -7.9100 -0.13
H -3.7080 -30.4400 -9.3260 0.51
H -1.9060 -28.5800 -9.7270 0.51
```

Results
Largest force on an atom = 4.09 eV/Å
Energy relative to the best compared isomer or geometry (same formula, charge and spin) = 912.2 kJ/mol
HOMO energy = -8.96 eV
Gap between HOMO and LUMO = 8.97 eV
Electronic energy = -47231.8689 eV

=====

No. 2
ORCA calculation (wB97M-V/def2-TZVPD) on C30H41N10O2Ta as an isolated structure in a non-equilibrium geometry.

XYZ file:
```
84
Properties=species:S:1:pos:R:3:mulliken_charge:R:1
Ta -0.7093 1.5409 2.0414 1.85
C 2.9331 -3.8599 -1.2111 -1.53
C 3.7660 -2.5701 -1.1904 1.98
C 5.1829 -2.9051 -0.7217 -2.31
C 3.8396 -1.9798 -2.6066 -1.34
C 3.0781 -1.5595 -0.2785 -0.65
C 1.8021 -1.1436 -0.5479 -0.60
C 1.1844 -0.2125 0.3203 1.01
N -0.0555 0.3062 0.2228 -0.26
C -0.9935 0.1579 -0.7186 0.05
C -0.8381 -0.3122 -2.0467 -0.60
C -1.9510 -0.5002 -2.8143 -1.36
C -3.2243 -0.2268 -2.2192 0.28
C -3.4515 0.2963 -0.9523 -1.23
C -2.2889 0.5553 -0.2308 0.96
O -2.2597 1.1823 0.9459 -0.51
C -4.8556 0.5846 -0.4144 2.36
C -4.9919 2.0731 -0.0586 -1.52
C -5.0930 -0.2935 0.8238 -1.40
C -5.9225 0.2411 -1.4538 -2.26
C -1.8223 -0.9712 -4.2586 1.91
C -1.0819 -2.3173 -4.2723 -1.32
C -3.1828 -1.1510 -4.9342 -2.26
C -1.0121 0.0726 -5.0422 -1.56
C 1.8480 0.1998 1.5295 0.49
O 1.0963 0.9769 2.3225 -1.40
C 3.1519 -0.1739 1.8226 -0.99
C 3.7157 -1.0344 0.8828 -0.01
C 3.9349 0.3178 3.0461 2.26
C 4.3151 1.7857 2.7959 -1.28
C 5.2142 -0.5003 3.2408 -2.19
C 3.1114 0.1983 4.3369 -1.50
H 3.4136 -4.5902 -1.8607 0.47
H 1.9254 -3.6917 -1.5950 0.26
H 2.8527 -4.2965 -0.2150 0.38
H 5.6207 -3.6260 -1.4104 0.45
H 5.1923 -3.3613 0.2696 0.46
H 5.8340 -2.0293 -0.7167 0.45
H 4.3315 -2.6890 -3.2709 0.47
H 4.4103 -1.0508 -2.6221 0.38
H 2.8470 -1.7809 -3.0157 0.14
H 1.2591 -1.5617 -1.3793 0.98
H 0.1474 -0.4468 -2.4634 1.54
H -4.0940 -0.4105 -2.8305 0.65
H -4.2822 2.3888 0.7047 0.17
H -5.9922 2.2495 0.3354 0.47
H -4.8627 2.7017 -0.9414 0.38
H -4.3750 -0.0948 1.6162 0.30
H -5.0524 -1.3521 0.5604 0.35
H -6.0844 -0.0877 1.2256 0.43
H -5.8454 0.8633 -2.3477 0.46
H -6.9021 0.4236 -1.0144 0.44
H -5.8940 -0.8091 -1.7465 0.46
H -1.6217 -3.0744 -3.7023 0.37
H -0.0728 -2.2306 -3.8644 0.14
H -0.9888 -2.6701 -5.2984 0.49
H -3.7954 -1.9035 -4.4347 0.45
H -3.0264 -1.4910 -5.9568 0.44
H -3.7423 -0.2159 -4.9891 0.48
H -0.0086 0.2034 -4.6341 0.31
H -1.5108 1.0423 -5.0440 0.38
H -0.9067 -0.2533 -6.0761 0.45
H 4.7228 -1.3687 1.0740 0.50
H 4.9555 1.8795 1.9175 0.35
H 4.8667 2.1655 3.6558 0.44
H 3.4370 2.4155 2.6544 0.23
H 5.9208 -0.3738 2.4198 0.44
H 5.0092 -1.5635 3.3751 0.49
H 5.7145 -0.1461 4.1408 0.45
H 2.2320 0.8379 4.3369 0.18
H 3.7339 0.5102 5.1738 0.50
H 2.8046 -0.8333 4.5203 0.38
N -1.6200 4.1846 4.3647 -0.03
C -2.4797 3.1231 4.2091 0.48
N -3.6303 2.9926 4.7761 -0.43
N -4.1564 1.8457 4.2339 -0.51
N -3.3964 1.3331 3.3745 -0.11
N -2.2426 2.1170 3.3043 0.19
C -0.4456 4.2493 3.6850 0.62
N 0.4664 5.1609 3.8012 -0.44
N 1.4974 4.7402 3.0132 -0.48
N 1.2758 3.6353 2.4665 -0.18
N -0.0222 3.2359 2.8551 0.01
H -1.8591 4.9264 5.0071 0.24
```

Results
Largest force on an atom = 1.30 eV/Å
HOMO energy (spin up / spin down) = -15.05 / -15.05 eV
Gap between HOMO and LUMO (spin up / spin down) = 5.10 / 5.10 eV
Net charge = +2
Electronic energy = -52306.3292 eV

=====

No. 3
ORCA calculation (wB97M-V/def2-TZVPD) on C5H22O10 as an isolated structure in a non-equilibrium geometry.

XYZ file:
```
37
Properties=species:S:1:pos:R:3:nbo_charge:R:1
O 0.1368 -1.3980 1.6495 -0.82
C 0.1053 -0.1650 1.4963 0.81
O 0.9542 0.6610 1.9236 -0.84
C -1.2036 0.3481 0.6129 -0.53
C -1.6563 -0.7542 -0.3742 -0.43
C -1.2536 -0.2818 -1.7936 -0.44
C 0.1760 -0.5869 -2.1967 -0.06
O 0.4727 0.2840 -3.3536 -0.84
H -1.8207 0.4114 1.5298 0.20
H -1.1189 1.3374 0.2005 0.21
H -1.1349 -1.6483 -0.0520 0.23
H -2.7066 -1.0279 -0.3491 0.19
H -1.4301 0.7983 -1.8428 0.21
H -1.9062 -0.6378 -2.5816 0.22
H 0.9671 -0.2826 -1.5062 0.17
H 0.3088 -1.5897 -2.6309 0.15
H -3.6613 2.0537 -2.6488 0.43
H -2.8941 1.4159 -3.8895 0.50
O -3.9012 1.4236 -3.3489 -1.10
H 3.3233 0.6501 1.0856 0.47
H 2.4751 -0.2541 0.1441 0.49
O 3.3455 0.1684 0.2553 -0.97
H -0.0967 3.3165 -3.0197 0.47
H 0.9770 2.2658 -2.8470 0.50
O 0.7727 3.1882 -2.6166 -0.99
H 0.3895 -2.2872 5.3305 0.48
H 1.8308 -2.5747 4.9422 0.47
O 1.1881 -2.7495 5.6224 -0.95
H 2.3725 0.6670 3.4757 0.49
H 2.5563 1.5479 2.3873 0.49
O 2.9424 1.4156 3.2767 -0.98
H -0.7674 -3.8945 2.8201 0.46
H -0.6747 -2.4985 3.1921 0.50
O -0.5322 -3.3781 3.5955 -0.98
H -0.3632 0.6142 -3.8115 0.52
H -1.6460 1.7636 -5.3119 0.43
O -1.7025 1.3628 -4.4279 -1.19
```

Results
Largest force on an atom = 3.22 eV/Å
Energy relative to the best compared isomer or geometry (same formula, charge and spin) = 87.0 kJ/mol
HOMO energy = -3.01 eV
Gap between HOMO and LUMO = 8.23 eV
Net charge = -2
Electronic energy = -26018.1086 eV

=====

No. 4
ORCA calculation (wB97M-V/def2-TZVPD) on one molecule with the formula C8H7F3N2S in a non-equilibrium geometry.

XYZ file:
```
21
Properties=species:S:1:pos:R:3:nbo_charge:R:1
C 0.2273 2.3777 -0.0586 0.30
C 0.7119 -0.7169 -0.2272 -0.34
C 1.6422 0.3757 -0.0702 -0.04
C -0.6577 -0.7191 -0.2229 0.28
C 1.4676 1.6847 -0.0283 -0.31
C -2.5468 0.3082 0.4159 -0.01
C -1.4724 -2.0859 -0.3469 -0.68
C 3.0548 -0.1813 0.0453 0.97
N -0.6693 3.1229 0.0096 -0.34
N -1.5340 0.3513 -0.3330 -0.49
F 3.9643 0.6851 0.4791 -0.32
F 3.1494 -1.2904 0.8811 -0.33
F 3.5044 -0.5142 -1.1625 -0.31
S -3.6502 1.6297 0.3162 0.06
H 1.1143 -1.7854 -0.0136 0.25
H 2.2333 2.3633 0.3555 0.27
H -2.7892 -0.5653 1.0216 0.19
H -2.4417 -1.9710 -0.9380 0.23
H -1.6981 -2.4961 0.6328 0.22
H -0.9600 -2.9467 -0.6723 0.23
H -2.6500 2.3736 -0.0837 0.18
```

Results
Largest force on an atom = 2.76 eV/Å
Energy relative to the best compared isomer or geometry (same formula, charge and spin) = 0.0 kJ/mol
SMILES = CC(=C/C(=C\C#N)C(F)(F)F)/N=C/S
HOMO energy (spin up / spin down) = -8.91 / -8.91 eV
Gap between HOMO and LUMO (spin up / spin down) = 8.14 / 8.14 eV
Electronic energy = -30375.0318 eV

=====

electronic energy of number 2 (C30H41N10O2Ta)? -52306.3292 eV

=====

Which value of electronic energy does entry 3 give? -26018.1086 eV

=====

Which value of largest force on an atom does entry 3 give? 3.22 eV/Å

=====

Which of these has the lowest electronic energy? C30H41N10O2Ta